No. 1
Here is 2 unconnected molecules or ions with the total composition C4H13O6PS2 from OMol25. Energies are from ωB97M-V with the def2-TZVPD basis set.

Structure (XYZ):
```
26
C4H13O6PS2, DFT ωB97M-V with the def2-TZVPD basis set
O -1.74063 1.98285 3.80278
S -0.91050 0.97905 3.20855
O -0.59218 1.40574 1.70761
O 0.62273 1.31302 3.89971
P 1.99411 1.35369 3.09861
O 1.93972 -0.06675 2.36442
O 2.98726 1.20128 4.33678
S 2.37303 2.85766 1.96910
H -0.55342 2.37886 1.64724
H 2.75748 -0.24547 1.88048
H 3.87640 1.48329 4.08231
C -0.72810 -1.56592 -0.36657
C -0.59466 -0.23686 -1.08997
O 0.19589 -0.29416 -2.26531
C -0.26368 -1.16328 -3.28336
C -1.64691 -0.82628 -3.81375
H 0.25580 -1.96102 -0.10931
H -1.29846 -1.43053 0.55358
H -1.24623 -2.31447 -0.96740
H -0.08699 0.47595 -0.44594
H -1.58546 0.17702 -1.31244
H -0.23074 -2.20616 -2.94616
H 0.46990 -1.06687 -4.08403
H -2.41789 -0.93455 -3.04993
H -1.90064 -1.49641 -4.63586
H -1.67584 0.20030 -4.18113
```

charge	0
Kohn-Sham gap	9.82	eV

Okay, here come the Löwdin numbers, in e, for every atom:
1 O -0.371
2 S 0.919
3 O -0.314
4 O -0.453
5 P 0.004
6 O -0.179
7 O -0.161
8 S 0.318
9 H 0.077
10 H 0.090
11 H 0.078
12 C -0.071
13 C -0.282
14 O -0.157
15 C -0.285
16 C -0.081
17 H 0.081
18 H 0.070
19 H 0.067
20 H 0.094
21 H 0.111
22 H 0.106
23 H 0.118
24 H 0.065
25 H 0.076
26 H 0.081

---

No. 2
Here is 2 unconnected molecules or ions with the total composition C4H13O6PSi in a non-equilibrium geometry from OMol25. Energies are from ωB97M-V with the def2-TZVPD basis set.

Structure (XYZ):
```
25
C4H13O6PSi, DFT ωB97M-V with the def2-TZVPD basis set
C 3.27453 1.91449 1.74272
C 1.98849 1.78040 0.89429
C 1.46603 0.32722 1.02429
C -1.62359 -1.36904 -3.10242
O 0.12188 -2.00990 -0.59705
O -1.58168 -2.49112 -2.76159
O -0.73998 -0.64661 -3.84337
O -2.58345 -0.48813 -2.85760
O 0.10927 0.23331 0.59084
O -1.97015 -0.59325 -0.10787
Si -2.59539 -0.58047 1.38838
P -0.47345 -0.48415 -0.73547
H 4.07690 2.52789 1.43174
H 3.06365 2.02425 2.80791
H 3.83685 0.94969 1.56003
H 2.12729 2.25146 -0.06928
H 1.24482 2.37541 1.49235
H 2.08932 -0.50375 0.59155
H 1.51481 -0.00445 2.12007
H -0.45571 -2.71075 -1.01538
H -1.12464 0.25243 -3.92530
H -3.23890 -0.66657 -2.12349
H -1.83438 -1.45505 2.11662
H -3.97253 -1.39605 1.19233
H -2.71997 0.76275 2.18571
```

multiplicity	3
charge	0
expectation value of S²	2.00
Kohn-Sham gap (alpha / beta)	4.86 / 8.65	eV

Okay, here come the Löwdin numbers, in e, for every atom:
1 C -0.120
2 C -0.225
3 C -0.261
4 C -0.762
5 O -0.199
6 O 0.109
7 O 0.082
8 O 0.053
9 O -0.342
10 O -0.525
11 Si 0.528
12 P 0.775
13 H 0.046
14 H 0.074
15 H 0.084
16 H 0.097
17 H 0.115
18 H 0.122
19 H 0.147
20 H 0.083
21 H 0.132
22 H 0.154
23 H -0.095
24 H -0.032
25 H -0.040

---

No. 3
Here is a gas-phase ion, C4H13OP2 (charge +1) in a non-equilibrium geometry from OMol25. Energies are from ωB97M-V with the def2-TZVPD basis set.

Structure (XYZ):
```
20
C4H13OP2, DFT ωB97M-V with the def2-TZVPD basis set
C -1.69927 -0.08221 -1.01637
C -1.19277 0.80237 0.14735
C 0.34415 1.06669 0.15613
C 0.97100 1.38432 -1.22806
P 1.32974 -0.27158 1.03253
P 0.35536 -2.23563 1.14827
O 0.78519 -2.93932 2.42055
H -1.16317 0.05008 -1.95828
H -2.74914 0.17637 -1.19097
H -1.69840 -1.15333 -0.77309
H -1.69672 1.77099 0.16505
H -1.43970 0.27620 1.08298
H 0.49954 1.96506 0.77209
H 2.04018 1.58944 -1.06951
H 0.53203 2.30578 -1.61744
H 0.91242 0.56365 -1.94592
H 2.55790 -0.43103 0.34841
H 1.63213 0.18330 2.34523
H -1.04594 -2.03296 1.18495
H 0.72547 -2.98816 -0.00389
```

charge	+1
Kohn-Sham gap	10.34	eV

Okay, here come the Löwdin numbers, in e, for every atom:
1 C -0.091
2 C -0.258
3 C -0.523
4 C -0.111
5 P 0.982
6 P 0.581
7 O -0.471
8 H 0.069
9 H 0.090
10 H 0.050
11 H 0.120
12 H 0.087
13 H 0.115
14 H 0.077
15 H 0.102
16 H 0.078
17 H 0.026
18 H 0.039
19 H 0.013
20 H 0.027

---

No. 4
Here is C4H13PSi in the gas phase in a non-equilibrium geometry from OMol25. Energies are from ωB97M-V with the def2-TZVPD basis set.

Structure (XYZ):
```
19
C4H13PSi, DFT ωB97M-V with the def2-TZVPD basis set
C -3.54836 -0.13695 0.06805
P -1.86855 0.21311 0.45527
Si 0.60807 -0.07181 -0.08529
C 0.89989 -0.24264 -2.01472
C 1.43698 1.48954 0.66079
C 1.32870 -1.62142 0.96448
H -3.84037 0.26467 -0.88641
H -3.68417 -1.19047 0.06082
H -1.96245 1.74143 0.21254
H -1.63707 0.46344 1.88640
H 0.89958 0.74697 -2.53226
H 1.90373 -0.76915 -2.22216
H 0.12666 -0.75509 -2.40500
H 0.99817 1.78243 1.52805
H 2.57848 1.29458 0.67887
H 1.32990 2.50989 0.16799
H 0.58952 -2.17165 1.40522
H 1.86281 -2.23793 0.35441
H 1.97847 -1.30894 1.70293
```

charge	0
Kohn-Sham gap	7.72	eV
energy above the lowest of the compared OMol25 structures with the same formula, charge and spin	293.0	kJ/mol

Okay, here come the Löwdin numbers, in e, for every atom:
1 C -0.441
2 P 0.611
3 Si 0.596
4 C -0.217
5 C -0.246
6 C -0.169
7 H -0.060
8 H -0.086
9 H -0.002
10 H -0.051
11 H 0.035
12 H 0.057
13 H -0.052
14 H -0.043
15 H 0.064
16 H 0.049
17 H -0.020
18 H -0.019
19 H -0.005

---

No. 5
Here is a molecular structure, C4H14F6InN3O16S6 in a non-equilibrium geometry from OMol25. Energies are from ωB97M-V with the def2-TZVPD basis set.

Structure (XYZ):
```
50
C4H14F6InN3O16S6, DFT ωB97M-V with the def2-TZVPD basis set
In -0.15151 0.21996 -1.07472
O -2.67633 -0.76342 -1.88734
H -3.36951 -1.25198 -1.41532
O -0.80077 0.49742 -3.69792
H -0.21087 1.20735 -3.99647
N 0.80057 0.23554 1.65890
S 1.07246 1.35634 2.76323
O 2.43392 1.79824 2.76635
O 0.31557 1.44209 3.97428
F 0.33904 2.53207 1.96691
S 1.12508 -1.06589 2.65539
O 0.03498 -1.54298 3.43141
O 2.45124 -1.23408 3.16280
F 1.15857 -2.12185 1.44866
N -1.36026 2.82608 -1.33008
S -1.92586 3.84175 -0.25845
O -3.07827 4.59568 -0.64613
O -0.95164 4.43782 0.59610
F -2.56867 2.75404 0.72429
S -0.69586 4.06118 -2.33804
O 0.31268 4.88474 -1.76676
O -1.62286 4.60975 -3.26157
F 0.24392 3.06778 -3.18560
N 0.10272 -2.53095 -1.68217
S 0.83074 -3.44462 -2.74436
O 0.21031 -3.50490 -4.02598
O 1.55645 -4.56609 -2.23746
F 2.05460 -2.40620 -2.97380
S -0.85618 -3.70641 -0.99461
O -0.22548 -4.56763 -0.04448
O -1.91719 -4.27147 -1.76010
F -1.54729 -2.70613 0.03787
C 4.90910 -0.05824 -0.20952
C 3.80505 -1.08752 -0.32394
O 2.54521 -0.39562 -0.31388
H 4.75551 0.61411 -1.05652
H 5.93273 -0.43993 -0.22728
H 4.89645 0.57223 0.68329
H 3.79896 -1.84471 0.46062
H 3.87854 -1.55140 -1.30573
H 2.40964 -0.05770 0.58052
C -2.95669 -0.05732 3.00751
C -3.42032 0.06729 1.56664
O -2.34118 -0.24615 0.69382
H -2.06324 0.55837 3.10708
H -2.69353 -1.09008 3.23357
H -3.75707 0.26872 3.67283
H -3.80194 1.07362 1.38594
H -4.26356 -0.60806 1.37554
H -2.71795 -0.40084 -0.19534
```

charge	-2
Kohn-Sham gap	5.17	eV

Okay, here come the Löwdin numbers, in e, for every atom:
1 In 1.332
2 O -0.290
3 H -0.034
4 O -0.251
5 H -0.072
6 N -0.309
7 S 0.456
8 O -0.271
9 O -0.254
10 F -0.197
11 S 0.504
12 O -0.241
13 O -0.254
14 F -0.190
15 N -0.292
16 S 0.421
17 O -0.271
18 O -0.282
19 F -0.196
20 S 0.532
21 O -0.264
22 O -0.253
23 F -0.230
24 N -0.308
25 S 0.449
26 O -0.262
27 O -0.276
28 F -0.224
29 S 0.497
30 O -0.277
31 O -0.257
32 F -0.209
33 C -0.081
34 C -0.267
35 O -0.176
36 H 0.077
37 H 0.069
38 H 0.075
39 H 0.117
40 H 0.108
41 H 0.009
42 C -0.068
43 C -0.305
44 O -0.174
45 H 0.060
46 H 0.071
47 H 0.072
48 H 0.093
49 H 0.117
50 H -0.025

---

No. 6
Here is 2 unconnected molecules or ions with the total composition C4H14IN3 in a non-equilibrium geometry from OMol25. Energies are from ωB97M-V with the def2-TZVPD basis set.

Structure (XYZ):
```
22
C4H14IN3, DFT ωB97M-V with the def2-TZVPD basis set
C -0.35122 -1.21917 -0.62726
C 1.54346 0.34964 0.23166
C -1.16862 1.85481 -0.33408
C 0.11158 -0.13579 0.33357
N -0.44671 -0.35178 1.61848
N -1.67001 -1.68336 -0.14100
N 1.80926 1.26042 -0.92071
I -1.52730 1.73080 -2.38852
H -0.43186 -0.84089 -1.65363
H 0.35332 -2.05806 -0.63607
H 1.79404 0.89137 1.14743
H 2.23175 -0.50270 0.14548
H -2.03169 1.65541 0.28329
H -0.57519 2.69002 0.00447
H -0.51499 0.47957 2.19473
H 0.04344 -1.06499 2.15860
H -1.77468 -2.70130 -0.12893
H -2.45078 -1.29027 -0.67593
H -1.66265 -1.28356 0.85530
H 1.14716 2.05424 -0.89856
H 1.69615 0.78546 -1.82570
H 2.77060 1.63078 -0.87146
```

charge	+2
Kohn-Sham gap (alpha / beta)	8.20 / 8.20	eV
energy above the lowest of the compared OMol25 structures with the same formula, charge and spin	241.9	kJ/mol

Okay, here come the Löwdin numbers, in e, for every atom:
1 C -0.157
2 C -0.107
3 C -0.521
4 C -0.335
5 N 0.046
6 N 0.184
7 N 0.198
8 I 0.952
9 H 0.063
10 H 0.151
11 H 0.150
12 H 0.153
13 H -0.001
14 H -0.004
15 H 0.126
16 H 0.137
17 H 0.184
18 H 0.169
19 H 0.141
20 H 0.113
21 H 0.163
22 H 0.194

---

No. 7
Here is 2 unconnected molecules or ions with the total composition C4H14N in a non-equilibrium geometry from OMol25. Energies are from ωB97M-V with the def2-TZVPD basis set.

Structure (XYZ):
```
19
C4H14N, DFT ωB97M-V with the def2-TZVPD basis set
C 1.11599 -0.50755 -0.62121
C 1.31222 0.09003 -1.99942
N 2.32091 -0.33742 0.25756
H 0.25568 -0.06884 -0.13175
H 0.90989 -1.57319 -0.68457
H 2.09959 -0.44550 -2.52723
H 1.45277 1.16597 -1.89784
H 2.78045 0.56303 0.08510
H 2.08086 -0.36925 1.24136
H 3.02267 -1.05058 0.07495
H 0.38393 -0.03606 -2.55159
C -2.25677 0.79604 0.49071
C -2.16909 -0.17809 1.66198
H -1.62599 0.56284 -0.36486
H -3.29191 0.89240 0.19801
H -1.90686 1.78017 0.81712
H -1.16791 -0.40283 2.00198
H -2.63909 -1.13532 1.43037
H -2.67735 0.25417 2.51931
```

charge	+1
Kohn-Sham gap	11.08	eV
energy above the lowest of the compared OMol25 structures with the same formula, charge and spin	44.8	kJ/mol

Okay, here come the Löwdin numbers, in e, for every atom:
1 C -0.201
2 C -0.056
3 N 0.202
4 H 0.086
5 H 0.137
6 H 0.091
7 H 0.093
8 H 0.177
9 H 0.169
10 H 0.175
11 H 0.096
12 C -0.161
13 C -0.163
14 H 0.032
15 H 0.071
16 H 0.071
17 H 0.038
18 H 0.071
19 H 0.071

---

No. 8
Here is 2 unconnected molecules or ions with the total composition C4H14N2 in a non-equilibrium geometry from OMol25. Energies are from ωB97M-V with the def2-TZVPD basis set.

Structure (XYZ):
```
20
C4H14N2, DFT ωB97M-V with the def2-TZVPD basis set
C 0.03972 1.92208 -0.76409
N 1.06175 0.88812 -0.70153
C 2.36911 1.49491 -0.49822
H -0.02425 2.35848 0.23416
H 0.37097 2.77523 -1.37899
H -0.94130 1.58818 -1.08995
H 1.08119 0.32058 -1.54043
H 2.56711 2.35327 -1.14855
H 3.16303 0.75228 -0.52920
H 2.38885 1.86828 0.53292
C -2.19328 -0.75867 0.65002
N -0.76670 -1.05785 0.71582
C -0.43480 -2.49577 0.79007
H -2.40613 0.21269 1.09842
H -2.59697 -0.78326 -0.37323
H -2.75686 -1.51956 1.18993
H -0.30192 -0.67051 -0.09884
H -1.27880 -3.18141 0.76272
H 0.13042 -2.62589 1.71228
H 0.27634 -2.71886 -0.00753
```

charge	0
Kohn-Sham gap	9.24	eV
energy above the lowest of the compared OMol25 structures with the same formula, charge and spin	108.4	kJ/mol

Okay, here come the Löwdin numbers, in e, for every atom:
1 C -0.148
2 N -0.206
3 C -0.148
4 H 0.081
5 H 0.070
6 H 0.071
7 H 0.098
8 H 0.071
9 H 0.076
10 H 0.080
11 C -0.163
12 N -0.177
13 C -0.135
14 H 0.064
15 H 0.070
16 H 0.065
17 H 0.037
18 H 0.066
19 H 0.062
20 H 0.067

---

No. 9
Here is 2 unconnected molecules or ions with the total composition C4H14N2 in a non-equilibrium geometry from OMol25. Energies are from ωB97M-V with the def2-TZVPD basis set.

Structure (XYZ):
```
20
C4H14N2, DFT ωB97M-V with the def2-TZVPD basis set
C -3.54005 0.82367 1.46042
C -3.50074 0.19740 0.08456
C -2.08407 -0.21285 -0.33379
H -2.82345 0.33942 2.12004
H -3.26015 1.87727 1.40453
H -4.53582 0.77741 1.89724
H -4.16291 -0.67460 -0.02460
H -3.86365 0.86970 -0.69328
H -2.04862 -0.96246 -1.13199
H -1.59384 -0.72032 0.49509
H -1.48381 0.67637 -0.49029
N 4.02337 -0.49310 0.32097
C 3.08587 -0.72078 -0.73914
N 2.01986 0.26513 -0.78366
H 3.60801 -0.09344 1.14385
H 4.89177 -0.11061 -0.00368
H 2.55505 -1.66630 -0.60408
H 3.61371 -0.84739 -1.68841
H 2.20442 1.23667 -0.99507
H 1.12701 0.00157 -1.16374
```

charge	0
Kohn-Sham gap	9.79	eV
energy above the lowest of the compared OMol25 structures with the same formula, charge and spin	30.9	kJ/mol

Okay, here come the Löwdin numbers, in e, for every atom:
1 C -0.125
2 C -0.331
3 C -0.138
4 H 0.067
5 H 0.072
6 H 0.066
7 H 0.099
8 H 0.094
9 H 0.071
10 H 0.061
11 H 0.063
12 N -0.003
13 C -0.396
14 N -0.013
15 H 0.062
16 H 0.053
17 H 0.097
18 H 0.100
19 H 0.059
20 H 0.042

---

No. 10
Here is a gas-phase ion, C4H14N2 (charge +2) from OMol25. Energies are from ωB97M-V with the def2-TZVPD basis set.

Structure (XYZ):
```
20
C4H14N2, DFT ωB97M-V with the def2-TZVPD basis set
C -1.15889 -1.54608 0.79437
C -0.50882 -0.80532 -0.35767
N 0.09327 -1.85031 -1.29828
C 0.64121 0.09512 0.08191
C 0.23022 1.41161 0.76088
N 0.66866 2.66468 0.01451
H -1.65395 -0.80688 1.41547
H -0.45112 -2.04251 1.46954
H -1.93674 -2.24294 0.49810
H -1.27866 -0.30481 -0.94102
H -0.53769 -2.64459 -1.45824
H 0.32910 -1.48241 -2.22394
H 0.94222 -2.24052 -0.87596
H 1.28814 -0.43219 0.77854
H 1.26859 0.32143 -0.78367
H 0.62435 1.51775 1.76139
H -0.84331 1.49999 0.89875
H 1.39980 2.46729 -0.67086
H 1.02179 3.39880 0.63653
H -0.13816 3.02187 -0.50034
```

charge	+2
Kohn-Sham gap	13.86	eV
energy above the lowest of the compared OMol25 structures with the same formula, charge and spin	31.2	kJ/mol

Okay, here come the Löwdin numbers, in e, for every atom:
1 C -0.020
2 C -0.325
3 N 0.230
4 C -0.127
5 C -0.093
6 N 0.220
7 H 0.100
8 H 0.113
9 H 0.105
10 H 0.163
11 H 0.186
12 H 0.182
13 H 0.182
14 H 0.139
15 H 0.125
16 H 0.142
17 H 0.138
18 H 0.170
19 H 0.189
20 H 0.181